{"formula": "C11H10BrF3Rh", "method": "the ωB97M-V functional and the def2-TZVPD basis", "elements": ["H", "C", "C", "H", "C", "Rh", "H", "H", "C", "C", "H", "H", "C", "C", "F", "C", "F", "C", "C", "C", "H", "F", "H", "H", "Br", "H"], "positions_angstrom": [[0.63921, 1.41472, -2.51830], [1.09482, 1.65135, -0.33311], [1.09338, 1.00379, -1.61302], [0.68790, 2.62968, -0.08751], [-1.22214, -1.94480, -0.72284], [-0.09752, -0.23342, 0.57111], [-1.84141, 1.20595, -1.69974], [-2.23804, -1.94052, 1.29994], [1.85661, -0.19251, -1.51494], [-0.37954, 0.85037, 2.35797], [2.01163, -0.93274, -2.29517], [3.22045, -0.91964, 0.11743], [2.44810, -0.24197, -0.21825], [1.95288, 0.87951, 0.53166], [-1.50154, 0.48889, 3.03348], [-2.19850, -0.00666, 0.13290], [0.70911, 0.63889, 3.17043], [-1.69936, 0.25979, -1.18521], [-1.91103, -1.40167, 0.42541], [-1.12839, -0.93435, -1.70457], [-2.76001, 0.67490, 0.76144], [-0.48406, 2.18514, 2.13559], [-0.88814, -2.97064, -0.82055], [2.32574, 1.20816, 1.50822], [1.05441, -2.28893, 1.38039], [-0.74456, -1.08330, -2.71277]], "e_homo_ev": [-2.2, -4.2], "energy_ha": -3409.231354, "charge": -1, "e_lumo_ev": [3.55, 2.12], "spin_multiplicity": 5, "homo_lumo_gap_ev": [5.70, 6.34]}

=====

{"formula": "C24H33Cl2CuN4O3S", "method": "the ωB97M-V functional and the def2-TZVPD basis", "elements": ["H", "C", "C", "H", "N", "H", "H", "H", "C", "H", "H", "C", "H", "H", "O", "H", "C", "H", "H", "C", "H", "H", "C", "C", "C", "O", "C", "Cu", "H", "H", "S", "C", "C", "C", "H", "C", "C", "H", "C", "H", "C", "H", "C", "H", "H", "H", "C", "H", "C", "N", "H", "H", "H", "Cl", "C", "O", "H", "H", "Cl", "C", "H", "C", "N", "H", "C", "H", "H", "N"], "positions_angstrom": [[-0.54090, 1.73239, -5.26472], [-0.11884, 1.28487, -2.12948], [-0.31559, -2.90256, -1.97891], [0.35161, -2.33560, -2.68293], [-2.19231, 0.66124, -0.14085], [5.76873, -0.63718, 0.74575], [-0.20968, -3.05399, 0.74179], [4.88997, -1.07203, 2.25917], [0.17754, -3.93176, 0.22767], [1.31502, 3.32938, -2.52767], [2.96101, -1.90444, 0.65951], [-3.72461, -2.48432, 1.10155], [2.12905, -6.82270, -1.47337], [0.75353, 5.73172, 3.43579], [-1.50524, -2.63886, -1.86548], [-0.09521, 4.14275, -3.27020], [-1.10384, 1.75269, -4.31844], [2.10173, 4.04525, 4.52153], [1.55414, 2.34277, 4.46489], [-3.05867, -0.32099, 0.25705], [-1.57680, 0.77749, -4.14997], [-3.45511, -3.47911, 1.46294], [0.43985, -3.87044, -1.15028], [1.02787, -6.19087, 0.29260], [3.20049, 0.03843, -1.80536], [-0.97723, 3.02703, 1.74703], [-2.81237, 1.78182, -0.40286], [1.64501, 0.79999, 0.30275], [-0.74955, 0.38483, -2.09810], [0.18453, 1.74932, 2.82770], [-4.56956, 1.70382, -0.37657], [1.27852, -4.84443, -1.71895], [-5.43408, -0.84295, 0.53436], [1.22895, 3.38103, 4.58124], [-6.47326, -0.51474, 0.44233], [-2.72801, -1.58552, 0.74991], [4.96428, -1.24446, 1.17651], [1.67712, -4.67169, -2.72840], [-0.19370, 2.77048, 2.66245], [0.11576, -5.18269, 1.99140], [0.57586, 3.27475, -3.32933], [1.08557, -7.16962, 0.77814], [1.53334, -6.02374, -1.01431], [-1.66407, -1.78984, 0.86185], [-5.85907, -2.82698, 1.27310], [-0.63612, 5.20128, 2.42176], [-5.08054, -2.11616, 0.99086], [5.22223, -2.30916, 1.02242], [0.41120, -5.10239, 0.93976], [0.27906, 3.68803, 3.52284], [-2.82867, 3.73359, -0.74095], [-1.88001, 2.53314, -4.39041], [2.26016, -0.23129, -2.29540], [0.55657, -0.55610, 1.70921], [-4.43679, 0.04820, 0.18164], [0.64370, 1.60990, -1.17749], [1.07493, 3.28953, -4.30622], [3.93917, -0.66365, -2.21483], [2.54391, 2.52689, 1.44398], [3.63652, -1.06253, 0.47039], [3.43980, 1.07967, -2.04165], [-0.12468, 5.07599, 3.38174], [-0.19388, 2.04178, -3.22071], [0.76204, 3.52120, 5.56800], [3.17598, -0.08945, -0.30785], [-0.80417, 5.36134, 4.19636], [-1.37241, 3.10696, -0.11450], [-2.18980, 2.94271, -0.71176]], "e_homo_ev": [-3.3, -3.6], "energy_ha": -4338.133205, "charge": -1, "e_lumo_ev": [2.43, 2.42], "spin_multiplicity": 2, "homo_lumo_gap_ev": [5.68, 6.07], "de_lowest_kj_mol": 224.2}

=====

{"formula": "C36H72O18", "method": "the ωB97M-V functional and the def2-TZVPD basis", "elements": ["H", "H", "C", "H", "H", "C", "O", "H", "H", "H", "O", "H", "C", "C", "O", "C", "H", "H", "H", "H", "H", "C", "H", "H", "C", "H", "H", "O", "C", "C", "H", "H", "H", "O", "H", "O", "H", "C", "H", "H", "H", "C", "C", "O", "H", "C", "H", "H", "H", "H", "H", "O", "H", "H", "H", "C", "O", "H", "H", "H", "C", "H", "C", "C", "H", "C", "H", "H", "C", "C", "O", "H", "C", "O", "H", "O", "C", "C", "C", "C", "H", "O", "H", "H", "H", "H", "H", "H", "H", "H", "H", "C", "H", "O", "C", "O", "O", "H", "H", "C", "H", "H", "H", "H", "H", "H", "H", "C", "H", "H", "O", "C", "H", "H", "C", "C", "H", "H", "H", "C", "C", "O", "C", "H", "C", "H"], "positions_angstrom": [[-5.19520, 3.60348, 0.12134], [-3.81275, 4.18523, -0.74620], [-0.27221, -1.73619, 3.35557], [1.12240, 3.80312, 0.72929], [0.95595, 3.03978, -1.67100], [1.04046, 4.51736, -0.09913], [-5.07537, -0.12197, -2.54905], [3.13212, -3.02325, -3.02917], [-1.08992, -0.20991, -7.57042], [-0.75113, -2.52459, 5.27296], [-5.85643, 1.90209, -2.01055], [-1.17016, -1.63671, -6.53573], [1.55844, -0.07836, 0.44321], [-3.23303, 2.06995, -5.10938], [1.62210, -5.07260, -2.86959], [-4.75648, 3.64704, -0.87419], [2.57948, 1.71654, 1.09621], [1.51883, 4.64662, -2.18737], [4.90792, 1.47725, -2.21060], [3.96214, -6.88434, 0.81980], [-4.66432, 2.47208, 1.84966], [-0.89238, 1.99942, 2.91762], [1.00794, -0.12947, 10.37476], [0.07300, -0.51277, -1.81647], [-7.31368, 0.43866, -3.15871], [0.98359, -1.01690, 8.09932], [-1.46758, 1.87879, -0.87239], [0.75162, 0.69082, -0.26885], [-0.31300, 0.00634, -0.94422], [1.83819, -0.42141, 8.42678], [-2.32023, 2.64794, -4.88318], [6.45102, -0.10766, -3.37756], [2.19256, -1.17309, -4.47011], [0.33713, -2.91594, 2.79367], [3.62863, 1.62238, 5.53134], [2.08907, -5.69813, -0.75802], [-5.02566, 1.30204, 3.03340], [3.18401, -6.49782, -1.15872], [-0.04256, -4.62725, -0.19907], [2.24340, 1.98549, 4.58742], [-0.22494, 2.26606, 2.09755], [2.11911, -4.46746, 2.49966], [4.95026, 2.52653, -1.91200], [0.74278, 0.32847, 5.91215], [2.49757, 2.80312, 6.11730], [-4.55668, 2.28389, 2.92261], [4.30883, -8.16260, -0.39075], [5.67345, 3.04119, -2.54011], [1.43571, 5.45854, 0.27494], [-5.21283, 3.06146, 4.80662], [-0.47509, -4.00934, -1.84365], [3.06971, 2.97802, -3.34512], [0.72378, 1.23942, 9.24195], [1.03387, -1.82838, -3.28481], [6.00338, -0.00566, -5.02039], [-1.71282, -0.75475, -6.85883], [-2.97521, 1.03957, -6.02824], [-0.48032, 1.09156, 3.36267], [3.44138, 0.24759, 1.35310], [-3.82888, 2.20709, -2.22743], [-5.34442, 3.29381, 3.75384], [-8.08346, 0.75145, -2.45083], [1.43071, 0.48608, 9.58128], [5.00844, -1.59185, -4.02843], [0.70040, -3.16785, -0.88109], [2.44046, 0.67887, 1.40407], [-5.30889, 4.28217, -1.56698], [-3.78492, 3.48845, -6.64851], [6.22913, -0.73794, -4.24063], [3.11181, -1.99302, -2.66709], [2.89575, 3.47380, -1.18028], [-7.32749, 1.02755, -4.07495], [1.55341, 3.90543, -1.38682], [4.69286, -2.42841, -4.83206], [-2.64005, -1.02672, -7.36289], [-1.52268, 0.08179, -4.63464], [0.31756, -4.16524, -1.11840], [-5.97816, 0.67587, -2.52846], [1.66086, -3.07256, 2.88040], [-2.30433, 1.70776, 2.44581], [2.98949, -2.04842, -1.58875], [2.44419, 0.34507, 7.39185], [-0.91705, -0.63995, -0.31175], [4.06096, -5.88394, -1.38882], [-4.37091, 3.86556, -4.99816], [5.19874, 2.61693, -0.86040], [1.31688, -4.94207, 1.93421], [-0.79603, -1.33317, 2.48336], [-0.05101, 4.59884, -0.15246], [-5.05697, 4.31227, 3.49369], [3.04987, -4.37893, 1.95067], [1.41605, -5.01724, -1.67893], [-5.14014, 2.61871, -5.93609], [1.66439, -1.28247, 0.36346], [3.56417, 3.03100, -2.25544], [2.41861, -2.25484, 3.33367], [-2.59488, 1.00180, 1.51752], [-1.90885, -1.34804, 4.63000], [-2.14036, 0.49576, -1.84910], [-1.30186, -2.22412, 4.38435], [-6.38554, 3.21742, 3.44024], [2.96672, -7.01534, -2.09438], [-0.85916, 1.53378, -2.44068], [-4.28878, 1.52976, -0.69805], [1.79987, -0.34782, -2.88784], [-1.96133, -2.97453, 3.96188], [-7.47979, -0.61554, -3.34972], [-1.25014, 1.04605, -1.54460], [2.35591, 0.92726, 9.95399], [0.42071, -1.00010, 3.75315], [-3.17622, 2.32283, 3.23174], [-4.59378, 2.26045, -1.45116], [2.63741, -1.09375, 8.73976], [2.23127, -5.06710, 3.40191], [2.56246, 1.83287, 5.61835], [1.76606, 0.79385, 6.33256], [2.69871, -8.01335, 0.28394], [2.09310, 0.50050, 2.42050], [-3.50738, 1.69628, -4.12096], [3.57586, -7.44398, -0.02923], [1.97386, -1.28871, -3.41404], [4.34395, -1.31080, -2.91373], [-2.03025, 0.12987, -5.71654], [-0.87894, 2.80411, 3.64658], [-4.16612, 3.07194, -5.71876], [7.09830, -1.30659, -4.55103]], "e_homo_ev": -9.8, "smiles": "CCOC(C)=O.CCOC(C)=O.CCOC(C)=O.CCOC(C)=O.CCOC(C)=O.CCOC(C)=O.CCOC(C)=O.CCOC(C)=O.CCOC(C)=O", "energy_ha": -2769.324953, "e_lumo_ev": 0.51, "spin_multiplicity": 1, "homo_lumo_gap_ev": 10.33, "de_lowest_kj_mol": 0.0}